(1)
Formula: C29H29INO8
Source: the OMol25 dataset
Level of theory: ωB97M-V/def2-TZVPD

Structure (XYZ):
```
68
Properties=species:S:1:pos:R:3
C -2.520 -5.906 0.117
C -1.039 -5.671 -0.248
C -0.724 -4.463 -1.183
I -2.463 -3.720 -2.266
C -0.059 -3.297 -0.496
C -0.464 -2.840 0.735
O -1.500 -3.415 1.406
C 0.146 -1.777 1.363
C 1.169 -1.141 0.714
C 1.552 -1.591 -0.506
N 0.961 -2.633 -1.099
C 1.496 -2.992 -2.443
C 0.743 -2.375 -3.622
C 0.427 -0.889 -3.449
O 1.659 -2.520 -4.701
H -3.062 -6.356 -0.715
H -3.034 -5.006 0.441
H -2.582 -6.609 0.951
H -0.685 -6.610 -0.674
H -0.526 -5.556 0.709
H -0.081 -4.856 -1.962
H -2.349 -3.144 1.028
H -0.212 -1.491 2.346
H 1.664 -0.283 1.149
H 2.366 -1.094 -1.016
H 1.620 -4.066 -2.552
H 2.502 -2.575 -2.494
H -0.182 -2.903 -3.865
H -0.249 -0.754 -2.600
H -0.003 -0.493 -4.370
H 1.353 -0.331 -3.280
H 1.240 -2.229 -5.517
C -0.857 2.317 -0.577
C 0.242 1.791 -1.108
C 1.195 2.615 -1.887
O 2.196 2.117 -2.367
C 0.882 4.051 -2.055
C -0.216 4.586 -1.527
C -1.174 3.762 -0.746
O -2.174 4.239 -0.261
H -1.566 1.732 -0.005
H 0.495 0.748 -1.000
H 1.590 4.635 -2.628
H -0.460 5.632 -1.642
C -4.044 -3.229 6.390
C -3.420 -2.077 6.155
C -2.364 -1.977 5.121
O -1.786 -0.932 4.896
C -2.030 -3.201 4.359
C -2.651 -4.353 4.589
C -3.711 -4.458 5.626
O -4.279 -5.506 5.835
H -4.818 -3.326 7.141
H -3.649 -1.170 6.700
H -1.260 -3.098 3.614
H -2.420 -5.258 4.041
C 3.327 9.745 -0.680
C 2.171 9.233 -1.095
C 2.013 7.778 -1.328
O 0.954 7.317 -1.709
C 3.192 6.913 -1.081
C 4.349 7.423 -0.667
C 4.508 8.881 -0.433
O 5.560 9.344 -0.054
H 3.462 10.805 -0.505
H 1.299 9.847 -1.280
H 3.059 5.853 -1.255
H 5.220 6.808 -0.481
```

Calculated values
Multiplicity   1
Charge   +1

(2)
Formula: C8H20ClO4
Source: the OMol25 dataset
Level of theory: ωB97M-V/def2-TZVPD

Structure (XYZ):
```
33
Properties=species:S:1:pos:R:3
Cl 134.340 154.714 141.153
C 136.090 156.780 138.966
O 137.221 157.518 138.444
C 138.178 156.699 137.805
C 139.362 157.173 137.324
O 140.153 157.571 138.482
C 140.831 158.745 138.193
H 135.745 156.253 138.196
H 135.088 157.438 139.138
H 136.171 155.920 139.688
H 137.805 156.007 137.050
H 138.292 156.031 138.723
H 138.826 157.878 136.781
H 139.768 156.419 136.592
H 140.363 159.628 138.186
H 141.538 158.561 137.339
H 141.570 158.990 139.047
C 131.484 155.454 143.357
O 130.367 156.180 143.736
C 129.555 156.527 142.648
C 128.256 156.887 142.836
O 127.555 157.273 141.628
C 126.271 157.702 141.791
H 132.153 155.266 144.292
H 132.188 156.066 142.575
H 131.145 154.513 142.870
H 129.669 155.673 142.079
H 130.100 157.430 142.155
H 128.304 157.710 143.636
H 127.685 155.968 143.272
H 125.864 158.668 142.240
H 125.662 156.836 142.298
H 125.794 157.908 140.931
```

Calculated values
Multiplicity   1
Charge   -1

Computed ΔE to the lowest compared entry with this formula, charge and spin (eV) in order:
0.342, 5.316
Computed Kohn-Sham gap (Ha) in order:
0.2764, 0.2495
Computed LUMO level (eV) in order:
-4.369, 2.781